{
  "formula": "C17H34N8O2Ti",
  "method": "ωB97M-V/def2-TZVPD",
  "e_homo_ev": [-13.68, -14.53],
  "charge": 2,
  "lumo_energy_ha": [-0.230, -0.245],
  "s_squared": 2.012,
  "spin_multiplicity": 3,
  "species": ["Ti", "C", "C", "C", "C", "C", "C", "C", "C", "C", "C", "H", "H", "H", "H", "H", "H", "H", "H", "H", "H", "H", "H", "H", "H", "N", "N", "C", "N", "N", "N", "O", "O", "H", "H", "H", "H", "H", "N", "C", "C", "C", "C", "N", "H", "H", "H", "H", "H", "H", "H", "H", "H", "H", "H", "H", "C", "C", "N", "H", "H", "H"],
  "positions_angstrom": [[-0.201, 0.965, 0.079], [-0.731, -3.297, 3.490], [-0.833, -2.853, 2.026], [-1.145, -4.043, 1.126], [0.418, -2.094, 1.636], [1.471, -2.683, 0.955], [2.659, -1.991, 0.717], [2.847, -0.691, 1.161], [4.162, 0.022, 1.024], [1.786, -0.083, 1.839], [0.589, -0.763, 2.054], [-1.644, -3.805, 3.803], [-0.566, -2.453, 4.160], [0.102, -3.990, 3.617], [-1.681, -2.158, 1.953], [-0.419, -4.847, 1.254], [-1.162, -3.769, 0.067], [-2.122, -4.456, 1.376], [1.397, -3.716, 0.639], [3.475, -2.500, 0.217], [4.028, 1.037, 0.643], [4.850, -0.522, 0.376], [4.652, 0.124, 1.994], [1.920, 0.900, 2.274], [-0.149, -0.322, 2.721], [2.819, 0.891, -2.253], [3.016, 2.273, -2.127], [2.300, 2.983, -1.231], [2.477, 4.302, -1.198], [1.507, 2.295, -0.409], [0.502, 3.031, 0.239], [0.011, 4.100, -0.127], [0.139, 2.411, 1.374], [3.538, 0.385, -1.742], [2.877, 0.653, -3.236], [3.843, 2.700, -2.523], [3.061, 4.751, -1.884], [1.859, 4.880, -0.648], [-1.165, 1.827, -1.747], [-2.494, 1.302, -2.176], [-3.627, 2.144, -1.620], [-3.636, 2.291, -0.098], [-3.575, 0.966, 0.653], [-2.191, 0.653, 1.130], [-1.237, 2.840, -1.624], [-0.493, 1.701, -2.500], [-2.577, 0.268, -1.834], [-2.542, 1.282, -3.265], [-4.564, 1.681, -1.940], [-3.608, 3.133, -2.085], [-4.551, 2.813, 0.182], [-2.824, 2.942, 0.245], [-3.907, 0.139, 0.024], [-4.232, 0.985, 1.522], [-2.208, -0.268, 1.566], [-2.004, 1.292, 1.906], [-0.028, -3.034, -2.554], [-0.058, -1.792, -1.803], [-0.070, -0.811, -1.211], [0.479, -2.872, -3.504], [-1.049, -3.368, -2.733], [0.508, -3.781, -1.969]],
  "nbo_charge": [1.5861, -0.5980, -0.2593, -0.6029, 0.1217, -0.2442, -0.1827, -0.0092, -0.6437, -0.2129, -0.3380, 0.2300, 0.2153, 0.2219, 0.1758, 0.2208, 0.1827, 0.2389, 0.2268, 0.2275, 0.2123, 0.2249, 0.2554, 0.2497, 0.2293, -0.6324, -0.4206, 0.6241, -0.7555, -0.5109, 0.4024, -0.3979, -0.5580, 0.3736, 0.3800, 0.4013, 0.4241, 0.4481, -0.8814, -0.2138, -0.4157, -0.4267, -0.2208, -0.8827, 0.4087, 0.3973, 0.1908, 0.2226, 0.2380, 0.2289, 0.2534, 0.2137, 0.2029, 0.2222, 0.3952, 0.4085, -0.7456, 0.5516, -0.5248, 0.2891, 0.2919, 0.2901]
}

{
  "formula": "C17H34O2",
  "method": "ωB97M-V/def2-TZVPD",
  "e_homo_ev": -10.42,
  "smiles": "CCCCCCCCCCCCCCCC(=O)OC",
  "lumo_energy_ha": 0.033,
  "spin_multiplicity": 1,
  "species": ["C", "C", "C", "C", "C", "C", "C", "C", "C", "C", "C", "C", "C", "C", "C", "C", "O", "O", "C", "H", "H", "H", "H", "H", "H", "H", "H", "H", "H", "H", "H", "H", "H", "H", "H", "H", "H", "H", "H", "H", "H", "H", "H", "H", "H", "H", "H", "H", "H", "H", "H", "H", "H"],
  "positions_angstrom": [[-2.556, 2.119, -2.624], [-2.115, 3.473, -2.078], [-0.596, 3.606, -1.966], [0.013, 2.710, -0.891], [1.529, 2.879, -0.808], [2.190, 1.886, 0.149], [2.272, 0.476, -0.433], [2.961, -0.499, 0.519], [3.216, -1.868, -0.115], [1.956, -2.685, -0.432], [1.614, -3.746, 0.617], [1.183, -3.207, 1.982], [-0.046, -2.298, 1.959], [-1.267, -2.948, 1.311], [-2.533, -2.124, 1.539], [-2.467, -0.764, 0.885], [-1.822, -0.474, -0.089], [-3.254, 0.101, 1.536], [-3.330, 1.421, 1.015], [-2.258, 1.309, -1.965], [-3.638, 2.091, -2.735], [-2.111, 1.945, -3.601], [-2.566, 3.637, -1.095], [-2.485, 4.258, -2.743], [-0.348, 4.647, -1.741], [-0.147, 3.363, -2.932], [-0.424, 2.964, 0.079], [-0.227, 1.669, -1.106], [1.962, 2.754, -1.803], [1.752, 3.898, -0.480], [1.634, 1.862, 1.090], [3.203, 2.230, 0.376], [2.830, 0.512, -1.372], [1.267, 0.121, -0.660], [3.926, -0.076, 0.814], [2.363, -0.606, 1.424], [3.859, -2.451, 0.548], [3.775, -1.704, -1.040], [1.104, -2.022, -0.571], [2.109, -3.209, -1.379], [0.818, -4.379, 0.220], [2.488, -4.386, 0.765], [2.014, -2.661, 2.432], [0.971, -4.064, 2.629], [-0.290, -2.031, 2.992], [0.182, -1.374, 1.428], [-1.417, -3.946, 1.728], [-1.105, -3.043, 0.237], [-3.395, -2.640, 1.105], [-2.731, -1.983, 2.602], [-3.937, 1.434, 0.108], [-2.331, 1.791, 0.778], [-3.794, 2.029, 1.788]],
  "nbo_charge": [-0.6191, -0.3866, -0.3874, -0.4023, -0.3847, -0.3849, -0.4016, -0.3878, -0.3963, -0.4103, -0.3911, -0.3928, -0.4078, -0.3977, -0.5009, 0.8068, -0.6149, -0.5080, -0.2672, 0.2212, 0.2032, 0.2006, 0.1850, 0.1979, 0.1958, 0.1921, 0.1856, 0.2099, 0.1922, 0.1965, 0.1920, 0.1964, 0.1914, 0.2035, 0.1978, 0.1924, 0.1974, 0.1996, 0.2040, 0.2067, 0.1979, 0.1996, 0.2007, 0.1986, 0.1989, 0.2073, 0.2041, 0.2162, 0.2378, 0.2266, 0.1897, 0.1996, 0.1963]
}

{
  "formula": "C17H34OP2Sn",
  "method": "ωB97M-V/def2-TZVPD",
  "e_homo_ev": [-4.12, -4.07],
  "lumo_energy_ha": [-0.003, -0.007],
  "spin_multiplicity": 1,
  "species": ["P", "P", "C", "C", "H", "H", "H", "H", "C", "H", "H", "H", "C", "H", "H", "H", "C", "H", "H", "H", "C", "H", "H", "H", "Sn", "C", "C", "C", "C", "C", "C", "C", "C", "C", "H", "H", "H", "H", "H", "H", "H", "H", "H", "H", "H", "H", "H", "H", "H", "C", "C", "O", "H", "H", "H"],
  "positions_angstrom": [[2.659, -1.209, -0.831], [-0.613, -2.911, -0.098], [2.223, -3.098, -0.879], [0.763, -3.612, -1.077], [2.584, -3.455, 0.084], [2.880, -3.615, -1.629], [0.465, -3.510, -2.135], [0.673, -4.691, -0.825], [-0.657, -3.020, 1.693], [-1.529, -2.459, 2.116], [0.254, -2.737, 2.307], [-0.762, -4.133, 1.787], [-2.184, -3.672, -0.449], [-1.979, -4.639, 0.041], [-2.314, -3.752, -1.525], [-2.989, -3.101, 0.058], [4.249, -0.782, 0.079], [4.685, 0.138, -0.320], [5.018, -1.539, -0.122], [4.279, -0.670, 1.180], [3.386, -1.054, -2.470], [2.602, -1.169, -3.221], [4.173, -1.809, -2.580], [3.836, -0.062, -2.556], [2.265, -1.384, 2.140], [2.693, -5.278, 1.225], [2.417, -4.507, 2.301], [3.362, -4.437, 3.445], [4.823, -4.129, 3.017], [4.841, -3.200, 1.873], [4.920, -3.517, 0.579], [4.886, -4.882, 0.033], [3.969, -5.875, 0.725], [1.287, 0.657, 1.310], [1.856, -5.614, 0.599], [1.384, -4.276, 2.558], [3.388, -5.390, 4.013], [3.075, -3.620, 4.122], [5.336, -3.645, 3.866], [5.371, -5.039, 2.773], [4.841, -2.163, 2.183], [5.382, -2.909, -0.201], [5.926, -5.262, -0.032], [4.527, -4.777, -0.996], [3.688, -6.588, -0.080], [4.542, -6.411, 1.485], [0.514, 0.273, 0.592], [1.825, 1.480, 0.759], [0.671, 1.006, 2.185], [-2.081, -0.459, -0.760], [-0.816, -1.201, -0.677], [0.289, -0.743, -1.153], [-2.826, -0.574, 0.048], [-2.578, -0.706, -1.709], [-1.648, 0.537, -0.954]],
  "nbo_charge": [0.9502, 1.5023, -0.7826, -0.7083, 0.3167, 0.2029, 0.2609, 0.2349, -0.9910, 0.2678, 0.2633, 0.2258, -0.9837, 0.2399, 0.2550, 0.2655, -0.9676, 0.2429, 0.2105, 0.2118, -0.9881, 0.2311, 0.2017, 0.2342, 0.1571, -0.2182, -0.1850, -0.4444, -0.4502, -0.1772, -0.1962, -0.4314, -0.4562, -1.1362, 0.1787, 0.1988, 0.2157, 0.2297, 0.2261, 0.1998, 0.2132, 0.1963, 0.2208, 0.2002, 0.2115, 0.2115, 0.1861, 0.2130, 0.1839, -0.7262, 0.1324, -0.5817, 0.2248, 0.2354, 0.2717]
}

It is found that the relative energy (zero: lowest compared OMol25 entry of this formula, charge and spin) values, taken in the order of the records, are 0.801, 0.317, 2.503 eV.
It is found that the total energy values, taken in the order of the records, are -57297.049, -22276.724, -44626.538 eV.
It is found that the strongest force on any atom values, taken in the order of the records, are 0.80, 0.48, 4.21 eV/A.